Molecular formula: C33H38BF3N2O26
Method: DFT, ωB97M-V/def2-TZVPD

Values from the calculation:
Structure (SMILES): [H]/N=C/Cc1cc(C(F)(F)F)c(CB(O)O)c2c1C(=O)N(O)C2=O.O=C1OCCO1.O=C1OCCO1.O=C1OCCO1.O=C1OCCO1.O=C1OCCO1.O=C1OCCO1.O=C1OCCO1
HOMO energy in eV: -9.71
HOMO-LUMO gap in Eh: 0.3248
E_LUMO in Eh: -0.0322
Charge: 0
E in Eh: -3670.627162

Each atom is followed by the atoms it is bonded to, with distances in Å.
Cartesian coordinates (Å):
1 H 0.630 -7.112 -1.248  N2 1.033
2 N 0.343 -6.120 -1.230  H1 1.033, C3 1.279
3 C -0.895 -6.044 -1.543  N2 1.279, C4 1.583, H25 1.117
4 C -1.561 -4.609 -1.596  C3 1.583, C5 1.572, H26 1.115, H27 1.125
5 C -0.362 -3.602 -1.736  C4 1.572, C6 1.451, C18 1.448
6 C 0.233 -2.943 -0.588  C5 1.451, C7 1.475, H28 1.111
7 C 1.386 -2.028 -0.690  C6 1.475, C8 1.546, C12 1.466
8 C 1.923 -1.433 0.632  C7 1.546, F9 1.365, F10 1.369, F11 1.394
9 F 2.486 -0.195 0.508  C8 1.365
10 F 2.754 -2.335 1.240  C8 1.369
11 F 0.825 -1.258 1.472  C8 1.394
12 C 1.976 -1.753 -2.004  C7 1.466, C13 1.550, C17 1.441
13 C 3.215 -0.842 -2.199  C12 1.550, B14 1.607, H29 1.123, H30 1.127
14 B 2.892 0.638 -2.735  C13 1.607, O15 1.393, O16 1.423
15 O 1.644 1.073 -3.176  B14 1.393, H31 0.974
16 O 3.961 1.574 -2.803  B14 1.423, H32 0.974
17 C 1.356 -2.407 -3.129  C12 1.441, C18 1.471, C23 1.548
18 C 0.206 -3.320 -3.038  C5 1.448, C17 1.471, C19 1.552
19 C -0.170 -3.816 -4.460  C18 1.552, O20 1.194, N21 1.436
20 O -0.860 -4.738 -4.776  C19 1.194
21 N 0.491 -2.841 -5.282  C19 1.436, O22 1.363, C23 1.440
22 O 0.537 -3.068 -6.625  N21 1.363, H33 0.977
23 C 1.699 -2.395 -4.638  C17 1.548, N21 1.440, O24 1.198
24 O 2.734 -2.128 -5.181  C23 1.198
25 H -1.441 -6.982 -1.804  C3 1.117
26 H -2.241 -4.559 -2.478  C4 1.115
27 H -2.081 -4.384 -0.624  C4 1.125
28 H -0.178 -3.138 0.426  C6 1.111
29 H 3.847 -0.726 -1.278  C13 1.123
30 H 3.884 -1.324 -2.967  C13 1.127
31 H 1.796 1.877 -3.705  O15 0.974
32 H 4.781 1.056 -2.893  O16 0.974
33 H 0.869 -3.966 -6.818  O22 0.977
34 O 3.726 5.461 -0.533  C35 1.191
35 C 3.280 4.631 0.196  O34 1.191, O36 1.358, O39 1.362
36 O 3.782 4.333 1.421  C35 1.358, C37 1.428
37 C 2.848 3.465 2.065  O36 1.428, C38 1.501, H40 1.086, H41 1.093
38 C 2.116 2.847 0.909  C37 1.501, O39 1.428, H42 1.089, H43 1.090
39 O 2.196 3.859 -0.096  C35 1.362, C38 1.428
40 H 3.360 2.728 2.676  C37 1.086
41 H 2.193 4.063 2.704  C37 1.093
42 H 2.600 1.945 0.540  C38 1.089
43 H 1.077 2.618 1.148  C38 1.090
44 O 2.271 1.415 4.303  C45 1.194
45 C 3.261 0.882 4.705  O44 1.194, O46 1.358, O49 1.355
46 O 4.416 0.783 3.998  C45 1.358, C47 1.427
47 C 5.417 0.294 4.888  O46 1.427, C48 1.503, H50 1.089, H51 1.093
48 C 4.609 -0.416 5.938  C47 1.503, O49 1.426, H52 1.093, H53 1.089
49 O 3.375 0.299 5.922  C45 1.355, C48 1.426
50 H 6.108 -0.370 4.371  C47 1.089
51 H 5.976 1.142 5.291  C47 1.093
52 H 4.416 -1.461 5.683  C48 1.093
53 H 5.072 -0.372 6.923  C48 1.089
54 O -2.774 7.488 -1.842  C55 1.193
55 C -1.782 6.954 -1.450  O54 1.193, O56 1.356, O59 1.358
56 O -0.629 6.859 -2.158  C55 1.356, C57 1.428
57 C 0.375 6.363 -1.273  O56 1.428, C58 1.503, H60 1.088, H61 1.093
58 C -0.432 5.646 -0.227  C57 1.503, O59 1.425, H62 1.093, H63 1.089
59 O -1.666 6.360 -0.234  C55 1.358, C58 1.425
60 H 1.065 5.702 -1.795  C57 1.088
61 H 0.936 7.207 -0.864  C57 1.093
62 H -0.626 4.603 -0.489  C58 1.093
63 H 0.033 5.683 0.757  C58 1.089
64 O 2.616 -8.697 -0.762  C65 1.193
65 C 3.421 -8.157 -1.458  O64 1.193, O66 1.363, O69 1.359
66 O 3.138 -7.577 -2.660  C65 1.363, C67 1.425
67 C 4.299 -6.854 -3.060  O66 1.425, C68 1.502, H70 1.089, H71 1.093
68 C 5.403 -7.550 -2.315  C67 1.502, O69 1.423, H72 1.093, H73 1.089
69 O 4.740 -8.042 -1.156  C65 1.359, C68 1.423
70 H 4.431 -6.899 -4.140  C67 1.089
71 H 4.184 -5.809 -2.760  C67 1.093
72 H 5.816 -8.394 -2.872  C68 1.093
73 H 6.214 -6.875 -2.042  C68 1.089
74 O -3.602 -1.209 5.737  C75 1.190
75 C -2.822 -0.656 5.029  O74 1.190, O76 1.362, O79 1.358
76 O -3.136 -0.106 3.823  C75 1.362, C77 1.426
77 C -2.006 0.650 3.394  O76 1.426, C78 1.502, H80 1.090, H81 1.093
78 C -0.872 0.004 4.137  C77 1.502, O79 1.427, H82 1.092, H83 1.089
79 O -1.504 -0.493 5.315  C75 1.358, C78 1.427
80 H -1.886 0.591 2.313  C77 1.090
81 H -2.153 1.696 3.678  C77 1.093
82 H -0.438 -0.835 3.588  C78 1.092
83 H -0.080 0.709 4.387  C78 1.089
84 O -8.205 5.829 0.635  C85 1.191
85 C -7.429 6.389 -0.074  O84 1.191, O86 1.361, O89 1.359
86 O -7.749 6.951 -1.271  C85 1.361, C87 1.426
87 C -6.620 7.711 -1.700  O86 1.426, C88 1.503, H90 1.089, H91 1.093
88 C -5.480 7.056 -0.972  C87 1.503, O89 1.428, H92 1.092, H93 1.085
89 O -6.109 6.548 0.206  C85 1.359, C88 1.428
90 H -6.507 7.663 -2.782  C87 1.089
91 H -6.763 8.753 -1.403  C87 1.093
92 H -5.051 6.222 -1.531  C88 1.092
93 H -4.690 7.755 -0.719  C88 1.085
94 O -6.001 -2.170 -1.019  C95 1.190
95 C -6.199 -1.807 0.097  O94 1.190, O96 1.360, O99 1.360
96 O -7.397 -1.896 0.734  C95 1.360, C97 1.427
97 C -7.173 -1.577 2.107  O96 1.427, C98 1.502, H100 1.089, H101 1.093
98 C -5.922 -0.748 2.056  C97 1.502, O99 1.426, H102 1.093, H103 1.088
99 O -5.253 -1.249 0.900  C95 1.360, C98 1.426
100 H -8.019 -1.033 2.524  C97 1.089
101 H -7.038 -2.506 2.667  C97 1.093
102 H -6.131 0.315 1.910  C98 1.093
103 H -5.305 -0.867 2.944  C98 1.088